Version P
Computed, not measured: the molecule C3H9NS2, with ωB97M-V with the def2-TZVPD basis set.

Last column: natural (NBO) charge in e.
Cartesian coordinates (Å):
1 C -1.26587 -0.61386 1.05919  -0.620
2 C -0.07782 0.07517 0.35495  -0.074
3 N 1.17258 -0.03413 1.09069  -0.860
4 C 0.13437 -0.56897 -0.99013  -0.531
5 S 1.25093 0.35817 -2.08212  0.102
6 S 0.26086 2.04226 -2.47026  -0.133
7 H -1.15378 -0.63368 2.14327  0.212
8 H -2.21290 -0.10168 0.86673  0.211
9 H -1.30943 -1.65168 0.72332  0.200
10 H -0.28860 1.12539 0.23400  0.193
11 H 1.16697 0.38786 2.00256  0.370
12 H 1.67060 -0.90774 1.02232  0.365
13 H 0.59454 -1.54488 -0.87662  0.219
14 H -0.77492 -0.75332 -1.54390  0.225
15 H 0.83248 2.82108 -1.53401  0.121

Calculated values
HOMO energy = -8.8 eV
SMILES string = C[C@@H](N)CSS
Kohn-Sham gap = 9.511 eV

***

Version Q
Computed, not measured: the molecule C3H9NS2, with ωB97M-V with the def2-TZVPD basis set.

Last column: natural (NBO) charge in e.
Cartesian coordinates (Å):
1 C -0.43427 -1.07600 -1.49778  -0.619
2 C -0.44100 0.17921 -0.66226  -0.092
3 N 0.40477 1.25224 -1.29802  -0.795
4 C 0.06920 -0.14871 0.70860  -0.497
5 S -0.39306 1.18890 1.93091  0.081
6 S 0.20293 0.30797 3.71450  -0.167
7 H -1.11098 -1.83650 -1.07933  0.216
8 H 0.58771 -1.49372 -1.43851  0.203
9 H -0.71876 -0.92565 -2.54420  0.213
10 H -1.46443 0.57786 -0.56874  0.198
11 H 0.22221 1.04325 -2.27946  0.344
12 H 1.36525 0.91153 -1.22124  0.337
13 H 1.16928 -0.13138 0.71126  0.212
14 H -0.23028 -1.12175 1.10209  0.226
15 H 0.77143 1.27274 4.42216  0.139

Calculated values
HOMO energy = -8.3 eV
SMILES string = C[C@H](N)CSS
Kohn-Sham gap = 8.962 eV

***

Stability, lowest: version Q

***

Version P
Computed, not measured: a structure of composition C3H9NS2, with ωB97M-V with the def2-TZVPD basis set.

Last column: natural (NBO) charge in e.
Cartesian coordinates (Å):
1 C -0.33177 1.46030 0.19648  -0.222
2 C -0.53975 -0.05189 -0.38404  -0.332
3 C 0.42438 -0.58008 0.64095  -0.580
4 H 1.01889 2.97703 -0.19816  0.376
5 H 1.62151 1.38385 -0.97290  0.406
6 H -0.77461 1.59443 1.20803  0.208
7 H -0.97028 2.26822 -0.39335  0.162
8 H -0.13642 -0.16641 -1.36525  0.226
9 H -2.26705 -2.10502 0.42246  0.143
10 H 0.46453 0.05230 1.63754  0.260
11 H 0.12917 -1.48968 1.01093  0.218
12 H 1.68282 -2.02995 -1.37026  0.122
13 N 1.04254 1.87500 -0.05313  -0.910
14 S -2.38424 -0.41774 -0.10138  -0.070
15 S 2.04777 -0.86849 -0.04409  -0.006

Calculated values
HOMO energy = -8.8 eV
Kohn-Sham gap = 8.737 eV

***

Version Q
Computed, not measured: a cluster of 2 separate species, C3H9NS2 in total, with ωB97M-V with the def2-TZVPD basis set.

Last column: natural (NBO) charge in e.
Cartesian coordinates (Å):
1 C -1.41250 0.08554 -1.71864  -0.529
2 C -1.54891 1.18365 -0.97519  0.004
3 N -0.69740 2.27905 -0.89144  -0.810
4 H -0.55553 -0.14360 -2.33565  0.195
5 H -2.14332 -0.69073 -1.56293  0.206
6 H -2.41560 1.25661 -0.32664  0.186
7 H 0.25936 2.03029 -1.10429  0.373
8 H -0.73727 2.75914 -0.00558  0.378
9 C 1.67579 -2.07949 1.05892  -0.735
10 S 2.38873 -0.47704 1.57142  0.084
11 S 0.69937 0.55953 2.17052  -0.166
12 H 0.85139 -2.30206 1.72757  0.229
13 H 2.45697 -2.82752 1.20846  0.230
14 H 1.33234 -1.99654 0.03719  0.221
15 H -0.15342 0.36317 1.14629  0.133

Calculated values
HOMO energy = -8.6 eV
SMILES string = C=CN.CSS
Kohn-Sham gap = 9.018 eV

***

Version R
Computed, not measured: the molecule C3H9NS2, with ωB97M-V with the def2-TZVPD basis set.

Last column: natural (NBO) charge in e.
Cartesian coordinates (Å):
1 N -0.63677 2.72701 -1.53289  -0.816
2 C -0.37480 1.30147 -1.94763  -0.213
3 C -1.16752 0.22492 -1.17552  -0.443
4 C -0.87589 0.24868 0.31818  -0.564
5 S -0.19693 -1.33170 0.91031  0.113
6 S 1.75874 -1.06376 1.18996  -0.138
7 H -1.17101 2.68936 -0.66405  0.336
8 H -1.38828 3.04285 -2.15310  0.342
9 H 0.65999 1.15594 -1.68013  0.184
10 H -0.51760 1.24473 -3.02816  0.192
11 H -0.97152 -0.74106 -1.65269  0.226
12 H -2.21471 0.41387 -1.45066  0.200
13 H -1.81547 0.39690 0.84810  0.229
14 H -0.27359 1.07348 0.69190  0.237
15 H 1.98287 -0.33120 2.29486  0.115

Calculated values
HOMO energy = -8.9 eV
SMILES string = NCCCSS
Kohn-Sham gap = 9.481 eV

***

Stability, lowest: version P

***

Version P
Computed, not measured: the molecule C5H8OS, with ωB97M-V with the def2-TZVPD basis set.

Last column: natural (NBO) charge in e.
Cartesian coordinates (Å):
1 O -0.21164 1.54491 -0.73872  -0.716
2 C -0.45690 0.86907 0.42432  0.037
3 C -1.89186 0.42528 0.39297  -0.203
4 C -1.95262 -0.80792 -0.13215  -0.158
5 C -0.54020 -1.32276 -0.42910  -0.472
6 C 0.28677 -0.46295 0.46394  -0.323
7 S 2.03020 -0.23327 -0.00278  -0.031
8 H 0.73312 1.56627 -0.86456  0.472
9 H -0.23844 1.51674 1.26700  0.161
10 H -2.79139 0.97010 0.73697  0.222
11 H -2.88780 -1.28311 -0.29870  0.213
12 H -0.31258 -2.35358 -0.16344  0.221
13 H -0.36994 -1.17411 -1.48670  0.232
14 H 0.21964 -0.84093 1.56963  0.225
15 H 2.18611 0.76738 0.87418  0.122

Calculated values
HOMO energy = -9.5 eV
SMILES string = O[C@H]1C=CC[C@H]1S
Kohn-Sham gap = 10.242 eV

***

Version Q
Computed, not measured: a structure of composition C5H8OS, with ωB97M-V with the def2-TZVPD basis set.

Last column: natural (NBO) charge in e.
Cartesian coordinates (Å):
1 C 0.16572 -0.69240 0.97231  0.588
2 C -0.80049 -1.81921 0.71778  -0.588
3 C -0.08482 0.23352 -0.19872  -0.191
4 C -0.71466 1.58010 -0.04511  -0.616
5 C 1.22452 0.32129 -0.93153  -0.624
6 O 1.12901 -0.65741 1.63104  -0.507
7 S -1.28235 -1.02995 -0.92954  0.130
8 H -0.15090 -2.74019 0.56288  0.243
9 H -1.47678 -1.87208 1.48315  0.231
10 H -1.46230 1.46626 0.74826  0.217
11 H -1.18939 1.86443 -0.96973  0.226
12 H 0.05494 2.23526 0.28118  0.217
13 H 1.01881 1.12010 -1.70254  0.212
14 H 1.56955 -0.71673 -1.33326  0.228
15 H 1.99914 0.70703 -0.28617  0.232

Calculated values
HOMO energy = -9.1 eV
Kohn-Sham gap = 9.908 eV

***

Stability, lowest: version Q